{
  "formula": "C26H50BrF3IN4O2S",
  "method": "the ωB97M-V functional and the def2-TZVPD basis",
  "species": ["C", "C", "C", "C", "N", "I", "C", "Br", "C", "C", "C", "C", "F", "F", "F", "N", "C", "C", "O", "C", "C", "O", "C", "S", "H", "H", "H", "H", "H", "H", "H", "H", "H", "H", "H", "H", "H", "H", "H", "H", "H", "H", "H", "H", "C", "C", "N", "C", "C", "C", "C", "H", "H", "H", "H", "H", "H", "H", "H", "H", "H", "H", "H", "H", "H", "H", "C", "C", "N", "C", "C", "C", "C", "H", "H", "H", "H", "H", "H", "H", "H", "H", "H", "H", "H", "H", "H", "H"],
  "coordinates": [[2.6747, 2.0107, -4.5554], [1.9107, 3.3981, -4.0996], [0.3357, 3.2797, -4.6119], [-0.6381, 3.0629, -3.2820], [-1.0181, 4.0605, -2.4009], [-0.5509, 6.0777, -2.3480], [-1.9402, 3.5341, -1.3082], [-1.4209, 3.6888, 0.6105], [-2.6573, 2.1236, -1.8525], [-2.9342, 0.9186, -0.7810], [-2.9676, -0.5949, -1.4215], [-4.2413, -1.5164, -0.9480], [-3.7751, -2.9490, -1.0656], [-5.4072, -1.4261, -1.9041], [-4.6396, -1.3460, 0.4731], [-3.7660, 2.6884, -2.7002], [-3.8593, 2.0866, -4.0757], [-3.6930, 3.1373, -5.3658], [-4.1082, 0.8160, -4.3959], [-5.0890, 2.8003, -1.9898], [-6.2569, 1.6263, -1.9265], [-5.4184, 3.9679, -1.3701], [-1.3220, 1.6374, -2.7357], [0.1567, 0.9453, -1.7422], [2.1271, 1.0858, -4.0403], [2.6549, 1.9213, -5.7245], [3.7612, 2.0459, -4.0963], [2.4186, 4.3714, -4.5349], [1.8961, 3.4527, -2.9191], [0.2016, 2.3952, -5.3912], [-0.0114, 4.2745, -5.1664], [-2.8334, 4.3232, -1.3797], [-3.9524, 1.0337, -0.1682], [-2.0924, 0.8866, 0.0656], [-1.9920, -1.1667, -1.0381], [-2.9229, -0.6409, -2.5891], [-2.8911, 2.7758, -6.1375], [-4.7542, 3.1251, -5.9125], [-3.5488, 4.2549, -5.0050], [-7.2866, 2.1802, -1.7683], [-6.3190, 0.9973, -2.9254], [-6.0808, 0.9349, -0.9846], [-1.4621, 0.7796, -3.5189], [0.7233, -0.0483, -2.5588], [6.5914, 0.3485, 2.1999], [5.4959, 1.2384, 1.6203], [4.5578, 0.5392, 0.7386], [3.6694, 1.4517, 0.0020], [2.6808, 2.2818, 0.8112], [3.8964, -0.6417, 1.3006], [3.0638, -0.4526, 2.5627], [7.1682, -0.1397, 1.4083], [7.2831, 0.9529, 2.7964], [6.1860, -0.4225, 2.8644], [6.0012, 2.0236, 1.0437], [4.9791, 1.7399, 2.4453], [3.1172, 0.8834, -0.7557], [4.3002, 2.1421, -0.5730], [1.8295, 1.6841, 1.1468], [2.2749, 3.0840, 0.1867], [3.1421, 2.7561, 1.6838], [4.6635, -1.3965, 1.5076], [3.2692, -1.1100, 0.5306], [3.5489, 0.1985, 3.2953], [2.8995, -1.4229, 3.0447], [2.0768, -0.0434, 2.3347], [1.2436, -5.5284, 5.9951], [0.0455, -4.7729, 5.4280], [0.3833, -3.8198, 4.3680], [-0.7353, -2.9331, 4.0117], [-1.9719, -3.5703, 3.3903], [1.1296, -4.3563, 3.2265], [0.4941, -5.4947, 2.4379], [2.0000, -4.8402, 6.3851], [0.9192, -6.1734, 6.8186], [1.7125, -6.1768, 5.2468], [-0.4041, -4.2231, 6.2647], [-0.7017, -5.5009, 5.0948], [-0.3709, -2.1435, 3.3441], [-1.0478, -2.4052, 4.9222], [-1.8102, -3.8289, 2.3408], [-2.8044, -2.8599, 3.4143], [-2.2995, -4.4673, 3.9261], [2.1076, -4.6950, 3.5868], [1.3739, -3.5401, 2.5338], [0.0294, -6.2468, 3.0816], [1.2602, -6.0023, 1.8410], [-0.2581, -5.1260, 1.7365]],
  "mulliken_charge": [-0.78, -0.14, -0.66, 0.04, -0.34, 0.35, -0.90, -0.05, 0.17, -0.41, -0.46, 0.62, -0.29, -0.25, -0.25, 0.45, 0.37, -1.06, -0.47, 0.32, -0.75, -0.55, -0.43, 0.03, 0.02, 0.34, 0.33, 0.33, 0.07, 0.34, 0.35, 0.56, 0.54, 0.38, 0.28, 0.22, 0.28, 0.38, 0.27, 0.37, 0.28, 0.16, 0.66, 0.21, -1.42, -0.28, 0.20, -0.61, -0.75, -0.77, -0.70, 0.33, 0.43, 0.29, 0.43, 0.26, 0.24, 0.32, 0.06, 0.31, 0.36, 0.35, 0.28, 0.29, 0.30, 0.11, -1.39, -0.35, 0.20, -0.44, -0.94, -0.51, -1.11, 0.32, 0.43, 0.29, 0.42, 0.28, 0.11, 0.44, 0.15, 0.40, 0.27, 0.45, 0.08, 0.25, 0.40, 0.28],
  "e_homo_ev": -9.56,
  "total_charge": 1,
  "total_energy_ha": -4959.03610
}